DFT (wB97M-V/def2-TZVPD) results for an isolated molecule of C10H15N2P at a distorted geometry.

Calculated values
- 2S+1: 1
- SMILES: C[C@@H]1NN[C@H](C)P1c1ccccc1

CARTESIAN COORDINATES (ANGSTROEM)
C -2.4950 -1.4695 -1.5825
C -1.2818 -1.3260 -0.6513
N -1.4745 -1.2510 0.8085
N -1.9706 0.0657 1.1098
C -1.1373 1.1800 0.4978
C -2.1685 2.3544 0.4314
P -0.3502 0.3219 -0.9502
C 1.2993 0.0171 -0.2614
C 1.6828 -0.6987 0.8969
C 2.9972 -0.6566 1.2441
C 3.9535 -0.1459 0.3491
C 3.5935 0.4109 -0.8552
C 2.2583 0.6389 -1.0852
H -3.0976 -0.6793 -1.2852
H -3.1038 -2.2995 -1.3877
H -2.0872 -1.2726 -2.6629
H -0.4957 -2.0436 -1.0156
H -2.0730 -2.0269 0.9406
H -1.9462 0.0591 2.1252
H -0.4042 1.4284 1.2524
H -3.1937 2.0739 0.2831
H -1.8628 2.9420 -0.4172
H -2.1203 3.0627 1.2413
H 0.8730 -1.2854 1.5648
H 3.2195 -1.1168 2.1652
H 4.8823 -0.3181 0.7437
H 4.4480 0.7627 -1.4827
H 2.0549 1.2723 -2.0170

Cartesian forces (eV/Å) of the 2 atoms listed first:
2.72 1.54 -1.13
2.13 0.94 -0.74

DFT (wB97M-V/def2-TZVPD) results for a cluster of 7 separate species, C17H24Cl4N4O8 in total at a distorted geometry.

Calculated values
- 2S+1: 1
- SMILES: C[N+](=O)[O-].C[N+](=O)[O-].C[N+](=O)[O-].C[N+](=O)[O-].ClC(Cl)(Cl)Cl.c1ccccc1.c1ccccc1

CARTESIAN COORDINATES (ANGSTROEM)
C -1.0662 -1.5170 4.8749
N -0.3972 -0.3815 5.5589
O -1.0350 0.3427 6.2814
O 0.7915 -0.2612 5.3549
H -2.1021 -1.2484 4.6796
H -1.0124 -2.4233 5.4682
H -0.5728 -1.6436 3.9176
C -3.8589 3.1719 3.1875
N -4.3545 1.7889 3.4306
O -3.5834 0.9323 3.7810
O -5.5198 1.5881 3.1588
H -4.3558 3.5484 2.2966
H -2.8154 3.0847 2.9068
H -4.0875 3.8166 4.0275
C 3.8590 2.7244 -2.2127
N 5.1533 1.9920 -2.3334
O 5.1345 0.8510 -2.7255
O 6.1565 2.6160 -2.0621
H 3.3426 2.6630 -3.1646
H 4.1226 3.7501 -1.9793
H 3.2965 2.2958 -1.3895
C -3.2128 2.1857 -2.0480
N -3.2182 0.6998 -1.8772
O -2.5832 0.2384 -0.9587
O -3.9218 0.0636 -2.6192
H -2.1741 2.4758 -1.9260
H -3.9133 2.5617 -1.3111
H -3.5173 2.3889 -3.0688
Cl 0.1006 2.1696 3.2761
C 0.0162 1.5937 1.5914
Cl -0.2398 -0.1342 1.4881
Cl -1.2452 2.5283 0.8150
Cl 1.6050 1.9674 0.8521
C 0.7113 -5.2535 0.9982
C -0.0221 -4.1429 0.5754
C 0.6467 -3.0631 -0.0093
C 2.0319 -3.0685 -0.1290
C 2.7551 -4.1991 0.2261
C 2.0765 -5.2624 0.8110
H 0.1079 -6.0355 1.4414
H -1.0987 -4.0406 0.6139
H 0.0590 -2.2308 -0.3758
H 2.5113 -2.2089 -0.5828
H 3.8260 -4.2061 0.0818
H 2.7117 -6.0223 1.2558
C -0.1691 1.2805 -3.7942
C 0.2414 0.4328 -4.8012
C 1.1527 -0.5751 -4.5327
C 1.6695 -0.7379 -3.2498
C 1.2265 0.1277 -2.2468
C 0.3330 1.1477 -2.5131
H -0.8997 2.0400 -4.0571
H -0.2544 0.5036 -5.7613
H 1.5329 -1.2325 -5.3052
H 2.3544 -1.5412 -3.0206
H 1.5827 0.0613 -1.2245
H 0.1221 1.7975 -1.6715

Cartesian forces (eV/Å) of the 2 atoms listed first:
-0.67 0.16 -0.74
0.44 -0.31 0.06

DFT (wB97M-V/def2-TZVPD) results for the ion C2H4O3P with charge -1 at a distorted geometry.

Calculated values
- 2S+1: 1
- Total charge: -1
- SMILES: C[C@H]1O[P@@]1(=O)[O-]

CARTESIAN COORDINATES (ANGSTROEM)
C -1.2874 0.3271 -0.0420
C -0.0988 -0.6225 0.0180
O 0.7679 -0.5979 -1.2099
P 1.5180 0.0579 0.0735
O 2.5851 -0.7607 0.7264
O 1.5315 1.5347 -0.1422
H -2.1683 -0.0265 -0.5747
H -1.0546 1.3296 -0.3382
H -1.5786 0.3363 0.9614
H -0.2149 -1.5779 0.5278

Cartesian forces (eV/Å) of the 2 atoms listed first:
0.30 -1.44 -0.45
0.00 1.31 -0.02

DFT (wB97M-V/def2-TZVPD) results for a cluster of 2 separate species, C3H10O2S2 in total at a distorted geometry.

Calculated values
- 2S+1: 1
- SMILES: OCCCSS.O

CARTESIAN COORDINATES (ANGSTROEM)
O -0.9922 -0.4080 -0.8140
C -1.3711 0.5127 0.2161
C -0.7791 0.1643 1.5739
C 0.7168 0.5675 1.7514
S 2.0138 -0.6220 1.4242
S 2.3041 -0.3893 -0.6239
H -0.9183 -1.2911 -0.3776
H -2.4590 0.4411 0.3749
H -1.2271 1.5076 -0.1998
H -0.9372 -0.9121 1.6985
H -1.3288 0.6339 2.3894
H 0.8703 0.7644 2.8193
H 0.8407 1.5318 1.2621
H 1.7541 -1.5468 -1.0137
O 0.7930 -0.4607 -3.7457
H -0.1471 -0.4128 -3.8645
H 0.8670 -0.0805 -2.8705

Cartesian forces (eV/Å) of the 2 atoms listed first:
0.19 -0.78 0.79
-1.33 -0.66 0.04

Result set for orbital gap: 8.7, 9.3, 8.8, 9.6 eV, one per record in the order listed.
Result set for relative energy (zero: lowest compared OMol25 entry of this formula, charge and spin): 0.8457, 0.4822, 0.4599, 0.3086 eV, one per record in the order listed.
Result set for calculated total energy: -22879.008, -90436.239, -17572.774, -29038.223 eV, one per record in the order listed.